# 1
The following is a quantum chemistry calculation of 6 unconnected molecules or ions with the total composition C2H16NO5 in a non-equilibrium geometry, from the OMol25 dataset.

XYZ file:
```
24
Properties=species:S:1:pos:R:3:forces:R:3:mulliken_charge:R:1
C 0.21548 -2.29915 1.74809 -0.983 0.403 0.336 -0.100
C 1.26131 -1.70542 2.27261 1.452 0.457 -0.648 -0.679
N -1.07971 -1.61717 1.45922 0.786 -0.352 0.578 -0.212
H 0.03058 -3.33679 1.54268 0.728 -0.441 0.219 0.394
H 2.21272 -2.17064 2.51789 -0.508 -0.829 -0.123 0.285
H 1.46569 -0.64210 2.28490 -1.067 0.295 0.300 0.255
H -1.18274 -0.68740 1.90114 0.400 -0.012 -0.199 0.286
H -1.16971 -1.46552 0.39569 -0.215 -0.251 0.258 0.424
H -1.76424 -2.24467 1.87427 -0.453 0.184 -0.463 0.387
H 1.27703 -1.14250 -2.96933 0.036 -1.002 -0.462 0.292
H 1.54912 0.28251 -2.63359 -0.756 -0.178 0.504 0.309
O 0.92976 -0.44868 -2.42658 0.711 1.161 -0.093 -0.626
H -0.64663 1.82015 2.14912 -0.005 0.432 0.056 0.303
H -0.82278 1.31924 0.64778 0.281 0.453 0.983 0.378
O -0.79997 1.05229 1.60541 -0.104 -0.512 -0.707 -0.674
H -0.33705 2.04351 -1.67005 0.370 0.203 -0.166 0.373
H -1.55866 2.70347 -0.95471 0.147 -0.213 -0.124 0.239
O -0.95315 1.94883 -0.93371 -1.017 0.163 0.501 -0.661
H -0.67455 -0.56695 -1.66925 -0.155 -0.557 0.432 0.387
H -1.47613 0.05628 -0.55756 -0.412 0.298 -0.473 0.413
O -1.33870 -0.80154 -0.97345 0.239 0.178 -0.372 -0.743
H 1.64594 2.62077 -1.03770 0.165 0.158 -0.979 0.313
H 1.88220 2.84664 -2.62777 0.077 0.172 0.620 0.304
O 1.33417 2.43484 -1.94509 0.284 -0.211 0.022 -0.648
```
Forces are in eV/Å.

HOMO in eV: -14.145
Multiplicity: 1
Net charge: +1
Energy above the lowest of the compared OMol25 structures with the same formula, charge and spin in kcal/mol: 14.5

=====

# 2
The following is a quantum chemistry calculation of a molecular structure, C18H22F4N3OSn in a non-equilibrium geometry, from the OMol25 dataset.

XYZ file:
```
49
Properties=species:S:1:pos:R:3:forces:R:3:mulliken_charge:R:1
Sn 1.03023 0.42730 1.35841 -0.704 0.337 0.557 1.134
C -2.26911 -2.40839 -0.61323 0.053 -0.481 -0.652 -0.980
N -2.39133 -0.97229 -0.65529 -0.137 0.120 0.054 0.338
C -2.30789 -0.22872 -1.91418 0.925 0.071 0.078 -0.761
C -2.75052 -0.34878 0.62951 -0.512 -0.188 -0.379 -0.656
C -2.81944 1.16143 0.60179 -0.523 -0.451 0.330 -1.211
N -1.48902 1.69342 0.49365 0.376 -0.468 -0.101 0.090
C -1.32005 2.99025 0.31091 -0.205 -0.165 -0.249 0.033
C -0.05935 3.42425 -0.16730 0.244 0.133 -0.160 0.464
F 0.89103 2.46114 -0.38464 0.075 0.000 0.134 -0.214
C 0.17537 4.70483 -0.55468 0.414 0.042 -0.192 -0.174
F 1.34556 5.01181 -1.09680 -0.221 0.028 0.155 -0.255
C -0.81643 5.68321 -0.40721 -0.018 0.472 0.038 -0.307
C -2.04617 5.32547 0.11270 0.148 -0.605 0.221 -0.004
F -2.98077 6.21091 0.34151 -0.078 0.189 -0.149 -0.225
C -2.31061 3.99781 0.43827 -0.299 0.772 0.005 0.632
F -3.51106 3.70091 0.91001 0.167 -0.057 -0.010 -0.264
H -3.01700 -2.87720 -1.26301 -0.049 0.217 -0.188 0.430
H -2.45396 -2.78848 0.37615 0.057 0.067 0.460 0.396
H -1.29621 -2.77764 -0.97920 -0.147 0.413 0.014 0.381
H -3.11214 0.50964 -1.96501 0.120 -0.108 0.013 0.361
H -2.37118 -0.91349 -2.76318 -0.013 0.014 0.233 0.425
H -1.31416 0.32669 -1.97838 -1.131 -0.601 0.243 0.213
H -1.98427 -0.66735 1.34137 -0.040 -0.168 0.115 0.251
H -3.71079 -0.83423 0.95476 0.650 0.443 -0.254 0.499
H -3.35299 1.48204 1.49732 0.137 -0.013 0.240 0.660
H -3.47218 1.49431 -0.20490 0.007 0.130 -0.140 0.532
H -0.62288 6.72219 -0.67443 0.035 -0.237 0.014 0.533
O 3.00401 0.57156 0.55962 0.593 1.035 0.160 -0.459
C 4.02918 -0.48245 0.47995 0.036 -0.597 -0.553 -0.371
C 3.86588 -1.13798 -0.87302 -0.051 -0.468 -0.059 -0.800
C 2.40037 -1.53556 -1.16863 0.272 0.678 -0.228 -1.017
C 1.81056 -2.37158 -0.10021 -0.041 -0.526 0.296 0.802
C 1.97346 -3.74621 -0.09288 0.168 -0.601 -0.345 -0.493
C 1.38243 -4.51049 0.90317 0.096 -0.310 -0.002 -0.459
C 0.68147 -3.87049 1.92228 -0.276 -0.049 0.354 -0.870
C 0.57623 -2.49747 1.90274 0.644 -0.718 -0.896 -0.407
N 1.13271 -1.77203 0.89528 -0.349 0.361 0.364 0.125
H 3.41509 1.45567 0.47801 -0.185 -0.319 -0.008 0.328
H 3.85660 -1.16514 1.32141 0.123 0.256 -0.174 0.293
H 5.00449 -0.01618 0.55134 0.069 0.071 0.304 0.490
H 4.52058 -2.01482 -0.91436 -0.093 0.022 0.070 0.413
H 4.21790 -0.47522 -1.65912 -0.020 0.132 -0.082 0.416
H 2.36044 -2.09182 -2.10976 -0.034 0.310 0.035 0.567
H 1.79859 -0.60702 -1.25818 0.207 -0.452 -0.314 0.008
H 2.55999 -4.22440 -0.89005 -0.353 0.244 0.364 0.522
H 1.45706 -5.60513 0.90013 0.067 0.502 -0.023 0.480
H 0.22689 -4.44211 2.72823 0.073 0.145 -0.141 0.499
H 0.06334 -1.97214 2.67916 -0.277 0.376 0.448 0.614
```
Forces are in eV/Å.

HOMO (spin up / spin down) in eV: -17.417 / -17.803
Multiplicity: 1
Net charge: +3

=====

# 3
The following is a quantum chemistry calculation of a molecular structure, C5H16N4O15V in a non-equilibrium geometry, from the OMol25 dataset.

XYZ file:
```
41
Properties=species:S:1:pos:R:3:forces:R:3:lowdin_spin:R:1
V 0.54467 -0.00801 -0.08185 0.331 1.578 -1.427 2.805
N -2.98848 -0.58744 -1.05203 2.415 -1.084 -1.690 0.003
O -1.89953 -0.27189 -0.58594 2.395 1.606 2.286 0.016
O -3.68960 0.26567 -1.51810 -2.744 1.471 -0.320 0.002
O -3.13136 -1.79272 -1.22536 -2.076 -2.085 0.005 0.002
N 2.06072 0.99807 3.05789 -1.058 1.572 -1.389 0.003
O 2.68033 2.01912 3.20638 1.742 2.216 0.016 0.003
O 1.93219 0.23501 3.96358 -0.278 -3.394 2.992 0.002
O 1.43305 0.81527 1.99664 -0.568 -0.362 -1.417 0.020
N 3.47894 1.52876 -1.04033 1.442 2.051 1.071 0.002
O 4.38046 1.02856 -1.67390 1.422 -1.522 -1.720 0.003
O 3.56374 2.70893 -0.70599 -0.340 1.567 -0.042 0.005
O 2.56529 0.86531 -0.60460 -3.000 -2.656 0.771 0.021
N -0.35630 0.10793 -3.20613 -1.814 -0.352 -1.468 0.002
O 0.26384 0.42130 -2.21623 2.469 0.978 3.351 0.017
O -1.17225 0.88646 -3.65167 -1.373 1.806 -0.879 0.001
O -0.19683 -0.96305 -3.75502 0.898 -2.245 -0.629 0.002
C -0.03775 3.84635 -1.40907 -0.902 0.193 -0.591 0.000
C -1.02106 2.90934 -0.68929 0.629 0.716 -0.369 0.000
O -0.24889 2.06898 0.16821 -0.615 -0.191 0.595 0.018
H -0.45352 4.84038 -1.57379 -0.601 0.054 -0.248 0.000
H 0.10063 3.37745 -2.38327 0.860 0.246 0.047 0.000
H 0.86367 4.10243 -0.85232 0.238 -0.874 -0.053 0.000
H -1.59522 2.29145 -1.37969 0.156 -0.023 0.094 0.000
H -1.69770 3.51412 -0.08555 -0.293 -0.198 0.233 0.000
H -0.11833 2.63157 0.93506 0.809 -0.604 0.360 0.001
C -1.26036 -2.95854 2.57280 -0.984 -1.303 0.706 0.001
C -0.11274 -2.06148 2.45867 1.233 0.273 0.451 0.004
O -0.45692 -0.99351 1.61798 -0.204 0.059 -0.225 0.026
H -1.00983 -3.78824 3.23382 0.142 -0.374 -0.120 0.000
H -1.50890 -3.32580 1.57708 -0.413 -0.059 0.265 0.000
H -2.11541 -2.50480 3.07389 -0.203 0.282 -0.364 0.000
H 0.71671 -2.62435 2.03054 0.154 0.316 -0.363 0.001
H 0.26140 -1.68699 3.41151 -0.012 0.123 0.106 0.000
H -1.03501 -0.41135 2.11651 -0.053 0.283 -0.181 0.002
C -0.11194 -3.05189 -0.91775 -0.241 -0.571 0.761 0.002
O 0.82497 -1.95918 -0.90420 -0.490 -0.960 0.141 0.032
H -1.01274 -2.90629 -0.32154 0.228 0.937 -0.206 0.000
H -0.46714 -3.32933 -1.91020 0.381 0.269 -0.153 0.000
H 0.41637 -3.86060 -0.41279 -0.056 -0.572 -0.271 0.000
H 1.61085 -2.37696 -1.26399 0.375 0.833 -0.125 0.003
```
Forces are in eV/Å.

HOMO (spin up / spin down) in eV: -2.136 / -2.727
Multiplicity: 4
Net charge: -2